ORCA calculation (ωB97M-V/def2-TZVPD) on 12 unconnected molecules or ions with the total composition C61H136N2O30 at a distorted geometry.

## Properties
- LUMO level: 0.4 eV
- Gap between HOMO and LUMO: 9.5 eV
- M: 1377.7 g/mol
- HOMO: -9.16 eV
- Relative energy (zero: lowest compared OMol25 entry of this formula, charge and spin): 0.000 eV

Atoms and positions in Å:
C 4.48975 -3.11854 3.30778
O 3.51358 -2.29810 2.74641
C 3.92200 -1.65029 1.52825
C 2.69017 -0.89398 1.15680
O 1.58094 -1.66474 0.75309
C 0.60406 -1.91701 1.88799
C -0.79225 -2.04663 1.35584
O -0.89484 -3.18812 0.54645
C -2.11728 -3.30474 -0.12501
H 5.49086 -2.62034 3.17502
H 4.51135 -4.08750 2.81594
H 4.36042 -3.19198 4.38918
H 4.21024 -2.36255 0.80110
H 4.73980 -0.96745 1.78175
H 2.94174 -0.31788 0.26182
H 2.43089 -0.25961 1.99887
H 0.57074 -1.02328 2.53303
H 0.97460 -2.73325 2.49849
H -1.00321 -1.19420 0.68739
H -1.46969 -2.09040 2.23441
H -2.36740 -2.39403 -0.70171
H -2.95165 -3.64192 0.51080
H -1.90823 -4.06282 -0.97536
C 2.37788 -2.03525 7.11563
O 1.46480 -1.01687 6.93184
C 0.74740 -1.05912 5.70498
C 0.03648 0.21373 5.65268
O -1.01354 0.25875 6.55477
C -0.66352 0.98277 7.71456
C -1.35339 0.39221 8.92066
O -2.76527 0.37901 8.74579
C -3.44999 -0.22037 9.86627
H 1.92060 -3.06786 7.12124
H 2.80605 -1.84197 8.10905
H 3.20695 -2.00561 6.39490
H -0.01079 -1.87638 5.72737
H 1.37398 -1.21137 4.82833
H -0.41723 0.34672 4.67811
H 0.77487 0.98511 5.82845
H -0.98246 2.01356 7.66541
H 0.37979 1.06806 7.91878
H -1.11845 0.98665 9.85807
H -0.90586 -0.62026 9.08894
H -2.98000 -1.21263 10.16706
H -4.48317 -0.41660 9.57991
H -3.35447 0.49780 10.70071
C -2.55890 6.51566 0.18071
O -3.46034 5.45025 -0.10582
C -4.18080 5.06879 1.04000
C -5.21239 4.09719 0.62177
O -4.68798 2.78729 0.26950
C -4.65831 1.87874 1.35983
C -3.52150 1.01999 1.10920
O -2.27859 1.61797 1.33587
C -1.87469 1.47831 2.67574
H -1.58081 6.09917 0.48068
H -3.09107 7.14456 0.89711
H -2.41203 7.13888 -0.71373
H -4.78444 5.88370 1.50835
H -3.43010 4.67158 1.71077
H -5.66887 4.44980 -0.28378
H -5.99574 3.92764 1.32583
H -5.57851 1.36937 1.41347
H -4.43879 2.39790 2.23780
H -3.56751 0.70635 0.06136
H -3.63855 0.09405 1.71721
H -2.42539 2.10230 3.42984
H -0.81400 1.68767 2.74732
H -1.96142 0.40979 3.03153
C 11.15747 1.82016 -2.27466
O 11.01695 0.38784 -2.40455
C 10.33442 -0.18475 -1.29935
C 9.42373 -1.32915 -1.63961
O 8.27494 -1.04220 -2.37148
C 7.89316 -2.10959 -3.18327
C 6.85561 -3.02854 -2.50669
O 7.42662 -3.80611 -1.41834
C 6.38247 -4.37028 -0.73243
H 10.16057 2.24744 -1.92668
H 11.32391 2.23037 -3.24706
H 11.98054 2.14843 -1.57798
H 9.66349 0.56936 -0.76179
H 10.97422 -0.56463 -0.49844
H 9.16332 -1.70450 -0.62519
H 10.00004 -2.10172 -2.12204
H 8.75943 -2.59956 -3.56390
H 7.27134 -1.65510 -3.96228
H 6.46633 -3.71772 -3.24769
H 6.05634 -2.32753 -2.12923
H 5.89807 -5.17371 -1.38034
H 5.68117 -3.69106 -0.24996
H 6.89125 -4.88304 0.11761
C 5.20327 6.44511 1.54648
O 5.35468 5.12370 1.50838
C 6.35403 4.62809 0.58692
C 6.17881 3.13671 0.51291
O 6.79893 2.54236 1.65700
C 6.24551 1.29567 1.89452
C 6.85662 0.64770 3.15821
O 8.24144 0.16607 3.08038
C 8.34641 -1.06937 2.40124
H 5.03147 6.90189 0.55515
H 6.17440 6.93220 1.86602
H 4.42229 6.80906 2.25456
H 7.40010 4.94282 0.90060
H 6.23510 5.04899 -0.47251
H 6.67422 2.68083 -0.34899
H 5.14896 2.84454 0.43876
H 6.32090 0.70850 0.99290
H 5.19309 1.49070 1.97408
H 6.29191 -0.19365 3.54227
H 6.96603 1.43176 3.89807
H 7.84531 -1.01150 1.41015
H 7.89625 -1.87789 2.91253
H 9.41323 -1.29177 2.40938
C -1.25684 -1.30103 -8.26566
O -0.77142 -2.20072 -7.29995
C -0.31692 -1.52922 -6.13110
C 0.23300 -2.63154 -5.20133
O 0.83278 -2.12521 -4.06402
C 0.18168 -2.61211 -2.88329
C 0.41678 -4.10067 -2.66642
O 1.76767 -4.49329 -2.77381
C 2.49219 -4.19402 -1.56754
H -1.82937 -1.82060 -9.00521
H -0.45838 -0.75413 -8.80395
H -1.93848 -0.57056 -7.76630
H -1.11865 -1.09231 -5.55565
H 0.50232 -0.80241 -6.38606
H 0.96365 -3.25344 -5.65712
H -0.66363 -3.22083 -4.87925
H -0.86259 -2.37170 -2.81654
H 0.75158 -2.05688 -2.13574
H -0.09962 -4.62619 -3.50219
H -0.12948 -4.43516 -1.73996
H 3.24630 -3.44962 -1.82871
H 2.96470 -5.07880 -1.15890
H 1.85515 -3.66895 -0.83135
C -1.36846 3.75037 -8.47929
O -1.14697 3.55556 -7.13182
C -2.11079 2.68054 -6.49695
C -1.70617 2.41594 -5.10955
O -1.97060 3.46850 -4.21100
C -1.29653 3.49817 -2.99249
C -1.73273 2.45790 -2.02847
O -1.21064 1.19556 -2.38777
C -1.64118 0.18225 -1.50405
H -0.67430 4.43678 -8.86470
H -2.36784 4.14448 -8.52621
H -1.27651 2.81059 -9.05446
H -2.11156 1.60989 -6.96136
H -3.15658 3.04647 -6.54063
H -0.58985 2.26843 -5.14312
H -2.09082 1.44201 -4.76619
H -1.38343 4.55364 -2.66792
H -0.15825 3.41236 -3.16209
H -2.83912 2.39523 -1.92085
H -1.36047 2.69161 -1.01234
H -1.42980 0.46860 -0.44493
H -0.98867 -0.66834 -1.71088
H -2.67622 -0.11384 -1.59472
C -5.01495 0.85412 -7.60280
O -4.89636 1.39475 -6.29549
C -5.78439 2.45389 -5.99581
C -5.60629 2.74853 -4.54274
O -6.17143 1.70565 -3.75748
C -6.33498 2.10631 -2.41741
C -6.68736 0.89447 -1.56158
O -5.48998 0.12262 -1.29379
C -5.85761 -1.14575 -0.63869
H -4.45642 -0.10472 -7.67518
H -4.74349 1.52893 -8.39311
H -6.07662 0.58622 -7.83146
H -6.74669 2.14113 -6.28181
H -5.58862 3.35075 -6.58730
H -6.02775 3.72659 -4.26346
H -4.54593 2.81030 -4.32130
H -7.10137 2.84570 -2.31863
H -5.40422 2.45139 -2.01416
H -7.41848 0.24371 -1.98840
H -7.01627 1.22369 -0.62854
H -6.04587 -1.00426 0.42202
H -5.02463 -1.82983 -0.74491
H -6.70227 -1.60268 -1.14836
C -5.77414 2.70450 4.60319
O -4.66894 1.74344 4.40016
C -4.12344 1.27795 5.66046
C -4.85826 0.13474 6.34755
O -4.94763 -1.05226 5.53240
C -3.69274 -1.53591 5.19415
C -3.96704 -2.84212 4.33855
O -4.47967 -2.61378 3.07394
C -5.24828 -3.68634 2.64615
H -5.55892 3.39224 5.46903
H -6.74594 2.17014 4.74951
H -5.81903 3.25804 3.70583
H -3.96631 2.08537 6.36529
H -3.11233 0.95778 5.41987
H -5.94222 0.38395 6.47516
H -4.39798 -0.12657 7.34044
H -3.07852 -1.83737 6.06642
H -3.23820 -0.78429 4.61889
H -4.59912 -3.46674 4.97057
H -2.98948 -3.38903 4.26461
H -4.67753 -4.58594 2.83769
H -5.43893 -3.58367 1.61746
H -6.15014 -3.67571 3.23634
O -3.73889 -4.08473 -3.05045
C -4.03159 -3.02916 -3.49203
O -5.21546 -2.44217 -3.54206
C -5.06940 -1.24907 -4.40706
C -3.67280 -0.98077 -4.22542
O -3.09361 -2.24781 -4.17231
H -5.22550 -1.53594 -5.43623
H -5.69024 -0.39801 -4.10908
H -3.38095 -0.33126 -3.37459
H -3.21857 -0.44078 -5.07044
C 0.99882 -5.52053 1.24283
C 0.39598 -5.39482 2.59568
N 0.01163 -5.36974 3.67700
H 1.30674 -6.58072 1.21061
H 1.75911 -4.77799 1.18494
H 0.19235 -5.48447 0.46938
C 2.59630 0.62106 -3.41930
C 3.52540 -0.01524 -2.49616
N 4.20374 -0.62215 -1.83292
H 1.68258 0.04311 -3.36535
H 3.04321 0.49599 -4.40568
H 2.41804 1.64748 -3.16871

Atomic partial charges in e from the Löwdin method, atoms 1 to 99: number 1, C, carries -0.107; number 2, O, carries -0.206; number 3, C, carries -0.164; number 4, C, carries -0.221; number 5, O, carries -0.128; number 6, C, carries -0.110; number 7, C, carries -0.193; number 8, O, carries -0.205; number 9, C, carries -0.094; number 10, H, carries 0.081; number 11, H, carries 0.086; number 12, H, carries 0.079; number 13, H, carries 0.094; number 14, H, carries 0.108; number 15, H, carries 0.095; number 16, H, carries 0.122; number 17, H, carries 0.107; number 18, H, carries 0.099; number 19, H, carries 0.111; number 20, H, carries 0.135; number 21, H, carries 0.075; number 22, H, carries 0.092; number 23, H, carries 0.099; number 24, C, carries -0.125; number 25, O, carries -0.183; number 26, C, carries -0.192; number 27, C, carries -0.227; number 28, O, carries -0.107; number 29, C, carries -0.197; number 30, C, carries -0.205; number 31, O, carries -0.228; number 32, C, carries -0.087; number 33, H, carries 0.109; number 34, H, carries 0.091; number 35, H, carries 0.078; number 36, H, carries 0.149; number 37, H, carries 0.117; number 38, H, carries 0.101; number 39, H, carries 0.138; number 40, H, carries 0.124; number 41, H, carries 0.114; number 42, H, carries 0.141; number 43, H, carries 0.136; number 44, H, carries 0.107; number 45, H, carries 0.077; number 46, H, carries 0.089; number 47, C, carries -0.092; number 48, O, carries -0.187; number 49, C, carries -0.227; number 50, C, carries -0.156; number 51, O, carries -0.137; number 52, C, carries -0.195; number 53, C, carries -0.228; number 54, O, carries -0.166; number 55, C, carries -0.108; number 56, H, carries 0.096; number 57, H, carries 0.081; number 58, H, carries 0.088; number 59, H, carries 0.140; number 60, H, carries 0.132; number 61, H, carries 0.123; number 62, H, carries 0.111; number 63, H, carries 0.122; number 64, H, carries 0.079; number 65, H, carries 0.097; number 66, H, carries 0.143; number 67, H, carries 0.097; number 68, H, carries 0.082; number 69, H, carries 0.080; number 70, C, carries -0.098; number 71, O, carries -0.171; number 72, C, carries -0.225; number 73, C, carries -0.231; number 74, O, carries -0.106; number 75, C, carries -0.193; number 76, C, carries -0.166; number 77, O, carries -0.186; number 78, C, carries -0.168; number 79, H, carries 0.096; number 80, H, carries 0.065; number 81, H, carries 0.098; number 82, H, carries 0.135; number 83, H, carries 0.123; number 84, H, carries 0.119; number 85, H, carries 0.122; number 86, H, carries 0.115; number 87, H, carries 0.129; number 88, H, carries 0.120; number 89, H, carries 0.102; number 90, H, carries 0.110; number 91, H, carries 0.061; number 92, H, carries 0.097; number 93, C, carries -0.200; number 94, O, carries -0.179; number 95, C, carries -0.166; number 96, C, carries -0.188; number 97, O, carries -0.125; number 98, C, carries -0.228; number 99, C, carries -0.124